(1)
{
  "formula": "C4H6O2S",
  "method": "wB97M-V/def2-TZVPD",
  "homo_energy_ev": -8.8,
  "relative_energy_kj_mol": 187.45,
  "orbital_gap_ev": 9.189,
  "smiles": "C=COC(=S)OC",
  "largest_force_ha_per_bohr": 0.0402,
  "total_charge": 0,
  "total_energy_ha": -704.6081,
  "species": ["S", "O", "O", "C", "C", "C", "C", "H", "H", "H", "H", "H", "H"],
  "xyz": [[-2.9236, -0.7788, -0.0773], [-1.0966, 1.0578, -0.4253], [-0.4892, -0.7080, 0.9863], [1.0306, -1.3626, -0.8102], [0.6961, -1.2603, 0.4614], [-0.0108, 1.8526, 0.1282], [-1.4174, -0.1344, 0.1917], [1.3194, -1.6172, 1.2659], [-0.2237, 2.9124, 0.0290], [0.3348, -1.1158, -1.5886], [0.9158, 1.5314, -0.3740], [1.8375, -2.0012, -1.0077], [0.0271, 1.6241, 1.2206]],
  "lowdin_charge": [0.726, -0.144, -0.082, 0.047, -0.157, -0.034, -0.889, 0.121, 0.090, 0.075, 0.090, 0.050, 0.106]
}

(2)
{
  "formula": "C4H6O2S",
  "method": "wB97M-V/def2-TZVPD",
  "homo_energy_ev": [-8.7, -8.7],
  "relative_energy_kj_mol": 342.18,
  "orbital_gap_ev": [7.822, 7.823],
  "smiles": "C/C=C/C=S(=O)=O",
  "largest_force_ha_per_bohr": 0.0874,
  "total_charge": 0,
  "total_energy_ha": -704.5492,
  "species": ["S", "O", "O", "C", "C", "C", "C", "H", "H", "H", "H", "H", "H"],
  "xyz": [[-2.3898, 0.0231, 0.0570], [-1.9476, -1.3268, -0.2639], [-3.8257, 0.2593, -0.1568], [0.0809, 0.8276, 0.2065], [2.0565, -0.6379, -0.1612], [-1.2692, 1.2872, 0.1020], [0.6162, -0.3789, -0.0006], [2.1538, -1.5379, -0.7008], [2.6655, -0.9264, 0.6790], [0.8902, 1.5303, 0.2824], [-1.6394, 2.1570, 0.5004], [2.5361, 0.0975, -0.6711], [0.0724, -1.3741, 0.1270]],
  "lowdin_charge": [0.849, -0.331, -0.351, -0.193, -0.096, -0.194, -0.160, 0.065, 0.086, 0.111, 0.053, 0.044, 0.116]
}

(3)
{
  "formula": "C4H6O2S",
  "method": "wB97M-V/def2-TZVPD",
  "homo_energy_ev": -8.8,
  "relative_energy_kj_mol": 585.90,
  "orbital_gap_ev": 7.020,
  "smiles": "CC1=C(C)S1(=O)=O",
  "largest_force_ha_per_bohr": 0.1364,
  "total_charge": 0,
  "total_energy_ha": -704.4564,
  "species": ["S", "O", "O", "C", "C", "C", "C", "H", "H", "H", "H", "H", "H"],
  "xyz": [[1.7185, -0.4935, -0.6994], [1.7457, -1.1405, -2.0424], [2.1060, 0.9481, -0.7761], [-0.1309, -0.6966, 1.7826], [-0.0849, -0.2339, -0.7950], [-1.0503, 0.9061, -1.0050], [0.2762, -0.9060, 0.3495], [0.6959, -0.2474, 2.3153], [-1.5430, 1.1781, -0.0406], [-0.3743, -1.6371, 2.2686], [-0.5440, 1.7566, -1.4676], [-1.7981, 0.6169, -1.7339], [-1.0168, -0.0508, 1.8439]],
  "lowdin_charge": [0.841, -0.414, -0.383, -0.054, -0.228, -0.029, -0.236, 0.087, 0.088, 0.075, 0.090, 0.079, 0.086]
}

(4)
{
  "formula": "C4H6O2S2",
  "method": "wB97M-V/def2-TZVPD",
  "homo_energy_ev": -9.0,
  "relative_energy_kj_mol": 178.81,
  "orbital_gap_ev": 7.715,
  "smiles": "C[C@H](O)C(=S)C(O)=S",
  "largest_force_ha_per_bohr": 0.0344,
  "total_charge": 0,
  "total_energy_ha": -1102.8298,
  "species": ["S", "S", "O", "O", "C", "C", "C", "C", "H", "H", "H", "H", "H", "H"],
  "xyz": [[0.5690, -1.0166, 1.7601], [-1.0601, 1.9437, 1.0429], [0.0770, -1.6420, -1.6674], [-1.4983, 0.4768, -1.0448], [0.3065, -0.3412, 0.3193], [1.6826, 0.1344, -1.7923], [-0.8088, 0.7119, 0.0574], [1.0600, -0.9182, -0.9149], [2.3318, 0.8015, -1.2010], [1.8080, -1.5916, -0.5061], [-0.2890, -2.3567, -1.1201], [2.2216, -0.3400, -2.6601], [0.8918, 0.8170, -2.2481], [-1.1783, -0.3648, -1.4317]],
  "lowdin_charge": [0.804, 0.767, -0.046, 0.013, -0.708, -0.038, -0.950, -0.469, 0.098, 0.113, 0.122, 0.104, 0.107, 0.085]
}

(5)
{
  "formula": "C4H6O2S2",
  "method": "wB97M-V/def2-TZVPD",
  "homo_energy_ev": -8.9,
  "relative_energy_kj_mol": 406.37,
  "orbital_gap_ev": 9.052,
  "smiles": "COC(=S)COC=S",
  "largest_force_ha_per_bohr": 0.1033,
  "total_charge": 0,
  "total_energy_ha": -1102.7432,
  "species": ["S", "S", "O", "O", "C", "C", "C", "C", "H", "H", "H", "H", "H", "H"],
  "xyz": [[-0.7917, 2.0378, -1.5847], [-0.5486, 1.8263, 2.3727], [1.1090, 0.3414, 0.9670], [-0.7344, -0.5650, -0.8088], [1.6426, -0.7161, 0.1030], [-0.6757, 0.4137, -1.6653], [-1.1418, -0.1461, 0.6046], [-0.1217, 0.7038, 1.3575], [2.1414, -0.2916, -0.8663], [-2.1618, 0.3692, 0.5743], [2.4610, -1.3727, 0.7986], [-1.2695, -1.1187, 1.0965], [0.9353, -1.4587, -0.0882], [-0.8441, -0.0232, -2.8608]],
  "lowdin_charge": [0.699, 0.799, -0.153, -0.188, -0.042, -0.782, -0.137, -0.939, 0.132, 0.137, 0.158, 0.133, 0.038, 0.145]
}

(6)
{
  "formula": "C4H6O2V",
  "method": "wB97M-V/def2-TZVPD",
  "homo_energy_ev": [-19.0, -19.0],
  "relative_energy_kj_mol": 0.00,
  "orbital_gap_ev": [8.592, 8.996],
  "largest_force_ha_per_bohr": 0.0887,
  "total_charge": 2,
  "spin_multiplicity": 4,
  "total_energy_ha": -1249.6643,
  "species": ["V", "O", "O", "C", "C", "C", "C", "H", "H", "H", "H", "H", "H"],
  "xyz": [[-1.2061, -0.0338, -1.9210], [-2.0183, -1.6618, 0.6932], [0.6198, 0.6043, -2.0023], [-0.1331, -0.3268, 0.7439], [-1.0820, -1.1281, -0.0014], [1.2616, 0.9923, -1.0304], [0.8920, 0.7341, 0.3827], [-2.9010, -1.4992, 0.3264], [-0.5825, -0.0476, 1.7080], [0.4798, -1.3798, 0.6058], [1.8349, 0.5041, 0.9033], [2.2134, 1.5210, -1.2074], [0.6213, 1.7214, 0.7993]],
  "lowdin_spin": [2.959, -0.005, 0.010, 0.013, -0.017, 0.027, 0.006, 0.001, 0.000, 0.006, 0.001, -0.001, 0.001]
}

(7)
{
  "formula": "C4H6O3S",
  "method": "wB97M-V/def2-TZVPD",
  "homo_energy_ev": -8.9,
  "relative_energy_kj_mol": 249.08,
  "orbital_gap_ev": 8.625,
  "smiles": "C[C@H](OC=O)OC=S",
  "largest_force_ha_per_bohr": 0.0837,
  "total_charge": 0,
  "total_energy_ha": -779.8354,
  "species": ["S", "O", "O", "O", "C", "C", "C", "C", "H", "H", "H", "H", "H", "H"],
  "xyz": [[0.6417, -1.3639, -3.6052], [0.2038, -0.8143, -1.0800], [-0.6365, 1.9799, 1.7901], [-0.9509, 0.4119, 0.1971], [-1.3230, 1.4038, 1.0032], [-0.1118, -0.4589, -2.3032], [0.9703, -0.9432, 1.2666], [0.3304, -0.0291, 0.0560], [-0.8982, 0.5339, -2.3870], [0.2298, -1.6841, 1.5069], [1.9589, -1.3729, 0.8527], [-2.3561, 1.7211, 0.6218], [0.8513, 0.9112, 0.0010], [1.0904, -0.2954, 2.0800]],
  "lowdin_charge": [0.550, -0.131, 0.106, 0.007, -0.332, -0.614, 0.054, -0.370, 0.163, 0.073, 0.121, 0.172, 0.155, 0.045]
}

(8)
{
  "formula": "C4H6O4",
  "method": "wB97M-V/def2-TZVPD",
  "homo_energy_ev": -10.7,
  "relative_energy_kj_mol": 5.81,
  "orbital_gap_ev": 11.236,
  "smiles": "O=C(O)CCC(=O)O",
  "largest_force_ha_per_bohr": 0.0211,
  "total_charge": 0,
  "total_energy_ha": -457.0187,
  "species": ["O", "O", "O", "O", "C", "C", "C", "C", "H", "H", "H", "H", "H", "H"],
  "xyz": [[1.7133, -0.2381, -1.6493], [-2.2466, 0.1733, 1.1174], [2.2778, -1.8748, -0.2404], [-1.8807, 2.1472, 0.1360], [-1.4468, 1.1122, 0.5549], [0.1817, -0.8200, 0.1265], [-0.0105, 0.6587, 0.5387], [1.4232, -0.9393, -0.7201], [0.2530, -1.3698, 1.0578], [-3.1496, 0.5219, 1.1028], [3.0681, -1.8320, -0.8130], [0.2943, 0.7785, 1.5753], [-0.6325, -1.1558, -0.5056], [0.5406, 1.3712, -0.0674]],
  "lowdin_charge": [0.113, 0.094, 0.099, 0.119, -0.529, -0.069, -0.073, -0.528, 0.123, 0.127, 0.132, 0.132, 0.133, 0.126]
}

- Number 5 is which compound?
  C4H6O2S2